1.
Below is C34H27ClIN5O6Pb as an isolated structure, with properties calculated with the ωB97M-V functional and the def2-TZVPD basis.

Geometry as XYZ:
```
75
Properties=species:S:1:pos:R:3:forces:R:3
Pb 0.606 -0.438 0.177 -0.09 -0.07 -0.32
C 2.176 -1.023 -3.945 -0.14 -0.09 0.01
O 1.490 -1.746 -4.975 0.00 0.15 0.05
C 0.142 -1.729 -4.997 0.29 -0.03 0.11
C -0.495 -2.657 -5.802 -0.02 -0.19 -0.09
C -1.887 -2.723 -5.924 -0.07 0.02 0.00
C -2.711 -1.867 -5.226 -0.12 -0.10 -0.07
C -2.085 -0.924 -4.414 -0.02 0.07 0.03
C -2.552 0.135 -3.593 -0.25 0.05 0.09
N -1.532 0.765 -3.077 0.35 0.02 0.21
N -1.572 1.847 -2.308 -0.15 0.16 -0.03
C -0.478 2.224 -1.612 0.10 -0.12 -0.14
O 0.636 1.673 -1.627 0.05 -0.04 0.09
C -0.712 3.409 -0.720 -0.12 -0.05 0.00
C 0.288 3.745 0.187 -0.03 0.02 0.04
C 0.107 4.790 1.082 0.06 -0.03 0.04
C -1.081 5.507 1.073 -0.05 0.00 0.00
C -2.084 5.182 0.164 0.00 -0.04 -0.05
C -1.903 4.137 -0.731 0.08 -0.01 0.06
C -0.703 -0.855 -4.309 0.04 0.08 -0.01
O -0.336 0.180 -3.492 -0.05 0.00 -0.07
H 3.225 -1.274 -4.065 0.05 -0.04 -0.04
H 1.837 -1.352 -2.961 -0.04 -0.07 0.02
H 2.041 0.052 -4.058 -0.02 0.04 -0.02
H 0.135 -3.361 -6.336 -0.07 0.12 0.03
H -2.318 -3.464 -6.586 0.04 0.00 0.08
H -3.790 -1.918 -5.298 0.10 0.00 -0.03
H -3.551 0.463 -3.352 0.13 0.01 0.00
H 1.201 3.167 0.206 -0.03 0.03 -0.01
H 0.894 5.019 1.793 -0.10 -0.04 -0.03
H -1.237 6.314 1.781 0.03 -0.04 -0.06
H -3.013 5.741 0.155 0.06 -0.03 0.01
H -2.677 3.875 -1.438 -0.01 -0.01 0.02
Cl 1.572 -7.415 2.365 0.00 0.04 -0.02
C 1.415 -5.974 1.395 0.03 -0.14 -0.01
C 1.341 -6.082 0.038 0.00 0.07 -0.08
C 1.225 -4.938 -0.765 -0.01 0.24 -0.07
I 1.157 -5.139 -2.840 -0.01 0.02 0.05
C 1.169 -3.636 -0.252 0.04 -0.04 -0.18
O 1.080 -2.571 -0.978 0.14 -0.11 0.40
C 1.233 -3.557 1.197 0.00 0.11 0.08
N 1.166 -2.311 1.748 0.19 -0.11 0.05
C 1.257 -2.149 3.051 -0.04 0.00 -0.14
C 1.411 -3.238 3.925 -0.01 0.05 0.09
C 1.463 -4.500 3.409 -0.02 -0.04 -0.01
C 1.372 -4.706 2.013 -0.03 0.19 0.06
H 1.381 -7.061 -0.425 -0.01 0.05 0.02
H 1.208 -1.124 3.410 -0.03 -0.10 -0.04
H 1.480 -3.064 4.992 0.01 0.00 -0.07
H 1.575 -5.359 4.058 0.00 0.01 -0.01
N 3.006 0.027 -0.438 -0.04 0.16 0.25
C 3.671 1.129 0.298 -0.18 -0.13 0.04
C 3.526 0.974 1.817 -0.17 -0.07 -0.09
C 2.199 1.557 2.314 -0.19 0.24 0.08
O 2.207 2.641 2.892 -0.13 -0.45 -0.21
O 1.130 0.864 2.049 0.37 0.12 0.09
H 3.516 -0.845 -0.345 0.05 -0.01 -0.04
H 2.940 0.254 -1.425 0.00 -0.02 -0.02
H 3.198 2.059 -0.021 0.03 0.01 -0.05
H 4.724 1.189 0.025 0.11 -0.01 -0.02
H 4.326 1.516 2.314 0.07 -0.01 0.01
H 3.588 -0.087 2.085 0.06 0.06 -0.01
N -2.131 0.177 0.667 -0.52 -0.04 0.12
C -2.464 0.782 1.588 0.20 0.30 0.09
C -2.774 1.606 2.732 -0.02 -0.15 0.00
C -4.080 1.682 3.212 -0.02 -0.01 -0.07
C -4.351 2.479 4.311 0.04 0.02 0.00
C -3.325 3.196 4.918 -0.06 -0.04 0.01
C -2.023 3.103 4.443 0.01 0.05 0.05
C -1.736 2.301 3.351 0.15 -0.05 -0.13
H -4.865 1.117 2.722 0.02 0.05 0.05
H -5.361 2.541 4.696 0.04 0.01 -0.03
H -3.543 3.823 5.775 0.01 -0.03 -0.05
H -1.225 3.654 4.929 -0.04 -0.06 -0.07
H -0.721 2.190 2.978 -0.02 0.07 0.02
```
Forces are in eV/Å.

Molecular weight in g mol⁻¹: 971.18
E_tot in eV: -81302.03729
ΔE to the lowest compared entry with this formula, charge and spin in eV: 0.000
Frontier orbital gap in hartree: 0.250

Atomic partial charges in e from the Löwdin method, atoms 1 to 8:
1. Pb 1.511
2. C -0.045
3. O -0.063
4. C -0.220
5. C 0.005
6. C -0.064
7. C -0.025
8. C -0.129

---

2.
Below is a 11-piece molecular cluster, C26H77N3O14 overall, with properties calculated with the ωB97M-V functional and the def2-TZVPD basis.

Geometry as XYZ:
```
120
Properties=species:S:1:pos:R:3:forces:R:3
C 39.256 19.633 -0.504 -3.93 -3.82 -0.59
O 39.256 19.632 -1.970 -0.92 1.24 1.22
H 38.327 19.915 0.308 0.59 -0.73 -2.96
H 39.764 20.417 -0.172 3.74 2.44 1.42
H 39.403 18.520 -0.206 0.70 2.26 -0.31
H 39.391 20.570 -2.329 -0.14 -1.45 1.11
C 37.676 24.074 -0.752 -0.30 -4.74 2.38
O 39.093 23.746 -0.465 -0.91 2.54 0.16
H 37.342 24.440 0.267 -0.44 0.02 -1.62
H 37.209 22.898 -0.851 0.78 3.60 -0.11
H 37.444 24.695 -1.616 0.34 0.02 0.14
H 39.331 24.528 0.142 0.83 -1.38 -0.93
C 42.528 25.079 2.622 0.44 1.05 -0.51
O 42.594 25.892 1.445 1.07 -2.17 -1.33
H 41.767 24.351 2.313 0.88 -0.65 0.69
H 42.051 25.776 3.327 0.59 -0.86 0.91
H 43.588 24.806 2.763 -0.93 -0.70 0.91
H 43.004 26.688 1.621 1.65 2.57 0.61
C 42.809 19.941 -2.093 6.21 3.43 1.90
O 44.176 19.452 -2.032 -0.42 -1.23 -0.04
H 42.881 20.934 -2.448 -0.26 1.24 -0.59
H 42.513 20.046 -1.117 -1.06 -0.17 2.40
H 42.158 19.516 -2.655 -3.71 -3.83 -3.71
H 44.873 19.995 -2.418 -0.83 0.24 -0.15
C 40.251 23.033 -3.670 -2.00 1.02 0.88
O 40.152 22.239 -2.431 0.61 -1.39 -4.17
H 39.449 23.011 -4.467 -0.26 -0.64 1.52
H 41.058 22.843 -4.334 1.63 -0.35 0.46
H 40.195 24.047 -3.244 0.60 0.11 -0.95
H 39.859 22.860 -1.803 -0.94 1.35 1.79
C 41.329 19.346 2.376 2.19 -2.27 1.68
O 40.576 20.450 2.138 -0.16 2.76 -0.18
H 41.576 18.948 1.402 0.91 -0.36 -0.11
H 40.690 18.591 2.836 0.30 -0.26 0.31
H 42.305 19.487 3.091 -2.46 0.04 -1.95
H 39.685 20.330 2.412 -0.93 -0.04 0.35
C 42.152 22.560 -0.383 9.48 1.12 4.53
O 42.523 21.903 0.835 -2.56 -1.55 0.89
H 41.914 23.567 -0.060 0.88 1.08 -0.58
H 41.342 22.300 -0.725 -7.86 -3.72 -3.68
H 43.095 22.314 -1.009 -3.43 0.45 1.83
H 41.678 21.407 1.102 1.83 0.97 0.16
C 45.540 24.123 0.212 -8.96 -5.71 2.21
O 45.255 23.177 1.285 -2.44 0.07 0.35
H 46.085 24.804 0.560 3.39 6.83 3.02
H 44.419 24.179 -0.187 2.95 1.59 1.89
H 46.058 23.771 -0.546 2.68 -3.10 -2.25
H 44.223 23.244 1.241 3.08 -1.17 0.86
C 42.299 26.752 -3.086 1.78 -1.68 -1.68
O 41.333 26.997 -2.134 -2.43 1.93 -1.97
C 41.560 26.506 -0.887 0.14 4.11 2.06
C 40.457 26.922 0.085 -0.36 0.45 1.52
N 40.263 25.933 1.142 0.56 0.27 -1.69
C 39.214 26.219 1.993 -4.29 -0.71 3.98
C 39.025 24.973 2.948 1.53 -0.59 1.27
O 37.853 25.099 3.803 0.98 -0.54 -0.64
C 37.503 23.932 4.550 0.26 -0.96 -2.01
H 42.155 25.599 -3.176 1.58 1.47 -0.40
H 43.439 27.110 -2.681 -2.99 -1.10 -1.36
H 42.049 27.135 -4.247 0.49 -0.40 3.59
H 42.126 27.284 -0.430 3.50 -0.73 0.04
H 41.670 25.486 -0.827 1.12 -2.21 0.24
H 39.723 26.750 -0.563 -4.33 0.20 -2.26
H 40.391 28.035 0.463 0.64 -1.90 -0.81
H 41.215 25.921 1.610 -2.55 0.16 -0.88
H 38.088 26.463 1.742 2.13 -0.70 -1.13
H 39.345 27.035 2.684 0.69 0.92 0.34
H 39.984 24.869 3.682 -2.07 0.15 -1.67
H 39.040 24.058 2.271 -0.41 0.72 0.99
H 36.848 24.166 5.307 -1.82 1.38 1.52
H 38.270 23.438 5.139 0.95 -0.05 -0.62
H 36.923 23.188 3.936 0.91 0.47 0.18
C 51.528 28.635 -4.854 -1.26 -3.73 2.51
O 50.439 28.392 -3.934 0.76 1.68 1.03
C 49.728 27.259 -4.204 -0.15 -1.06 3.65
C 48.709 26.961 -3.002 -0.11 4.57 -7.26
N 48.002 25.847 -3.351 -2.75 -5.48 0.23
C 46.842 25.717 -2.414 2.02 -2.40 0.80
C 46.021 24.473 -2.693 4.25 -1.89 1.25
O 45.038 24.389 -1.808 -5.28 0.71 -3.09
C 43.869 23.515 -2.129 6.96 2.73 -6.56
H 52.162 27.793 -4.450 0.57 0.94 -1.68
H 51.865 29.546 -4.509 1.14 2.06 -0.13
H 51.167 28.538 -5.870 0.39 0.16 -0.39
H 50.264 26.341 -4.351 1.34 -0.71 0.28
H 49.393 27.457 -5.124 -3.02 0.10 -3.57
H 48.140 27.942 -2.989 -0.05 -1.44 0.39
H 49.227 26.845 -2.205 3.65 -0.26 5.68
H 48.543 24.842 -3.161 -1.29 3.71 -0.79
H 46.187 26.554 -2.330 -0.17 0.86 -0.27
H 47.324 25.482 -1.444 -0.59 0.80 0.27
H 46.705 23.472 -2.672 -1.04 1.93 -0.09
H 45.641 24.568 -3.589 -1.62 0.14 -5.25
H 44.184 22.567 -1.992 1.25 -3.03 0.45
H 43.419 23.541 -3.157 1.48 0.37 -0.27
H 43.054 23.717 -1.710 -5.09 2.76 4.28
C 45.003 12.466 7.228 -5.59 -2.17 0.38
O 43.714 13.282 7.144 2.52 -1.25 0.93
C 43.981 14.682 7.066 -0.93 -1.17 0.64
C 44.129 15.053 5.631 6.53 0.86 2.66
N 44.225 16.512 5.574 4.01 0.36 2.07
C 44.604 16.882 4.259 1.96 -0.25 -2.96
C 44.774 18.381 3.995 0.88 -1.32 -2.32
O 45.245 18.761 2.624 0.71 -0.20 2.50
C 45.352 20.212 2.408 5.13 -5.09 3.36
H 45.769 12.944 6.759 1.91 0.60 -2.39
H 44.649 11.357 7.132 0.81 1.97 -1.66
H 45.372 12.248 8.165 0.40 0.95 3.17
H 44.845 14.970 7.665 0.63 -0.14 -0.30
H 43.205 15.211 7.622 -0.58 -0.07 -0.53
H 43.447 14.917 4.949 -4.22 -2.16 -3.06
H 45.199 14.371 5.261 -2.84 2.21 0.55
H 45.085 16.767 6.171 -1.76 -0.30 -0.64
H 43.799 16.657 3.709 -3.71 -0.78 -2.22
H 45.256 16.172 3.628 0.66 1.06 1.59
H 45.257 18.682 4.865 1.89 1.74 1.01
H 43.805 18.713 4.056 -2.33 1.32 0.35
H 45.775 20.382 1.536 1.89 0.35 -4.30
H 45.870 20.814 3.106 1.20 -0.07 1.39
H 44.497 20.544 2.436 -9.12 3.55 -0.20
```
Forces are in eV/Å.

Molecular weight in g mol⁻¹: 655.91
Structure (SMILES): COCCNCCOC.COCCNCCOC.COCCNCCOC.CO.CO.CO.CO.CO.CO.CO.CO
E_tot in eV: -61315.43881
ΔE to the lowest compared entry with this formula, charge and spin in eV: 22.916
Frontier orbital gap in hartree: 0.343

Atomic partial charges in e from the Löwdin method, atoms 1 to 8:
1. C -0.161
2. O -0.149
3. H 0.119
4. H -0.030
5. H 0.111
6. H 0.064
7. C -0.093
8. O -0.219